24
Properties=species:S:1:pos:R:3:forces:R:3 method="wB97M-V/def2-TZVPD" orbital_gap_ev=9.134 fmax_ha_per_bohr=0.038 e_lumo_ev=-3.437 total_charge=+1 smiles="C=C(C)CC[C@H](C)[NH3+]"
C -2.44687 -0.23109 -1.74709 -1.7 -0.2 0.6
C -1.13236 -0.29638 -1.76600 0.4 1.2 -0.6
C -0.38830 -0.84947 -2.93717 0.8 -1.5 -0.6
C -0.31648 0.46621 -0.72413 0.2 -1.5 0.6
C -0.25459 -0.28097 0.64536 0.0 0.1 -0.5
C 1.06070 -0.11214 1.41507 -1.4 1.3 0.4
C 0.90355 -0.23246 2.91932 -0.3 -1.5 -0.3
N 1.53800 1.34050 1.20817 0.4 -0.4 -0.9
H -3.16112 -0.62726 -2.46439 0.7 -0.2 -0.4
H -3.03235 0.17181 -0.92047 0.5 0.3 0.2
H -0.14081 -1.91881 -2.84645 -0.4 0.0 0.4
H -0.94845 -0.81690 -3.86298 -0.3 0.3 -0.1
H 0.61812 -0.48048 -3.15194 -0.2 0.8 0.3
H -0.74142 1.46145 -0.59712 0.4 0.2 -0.1
H 0.71786 0.43639 -1.09287 -0.1 0.6 -0.2
H -0.33645 -1.33666 0.38547 -0.2 -0.1 0.4
H -1.07610 0.02428 1.28808 -0.3 -0.2 0.0
H 1.76285 -0.76313 0.96837 1.2 -0.4 -0.2
H -0.02960 0.25061 3.21258 0.5 0.7 0.3
H 1.81688 -0.00709 3.46456 -0.2 0.5 0.2
H 0.67955 -1.26324 3.19479 0.2 -0.2 -0.3
H 1.24590 1.70940 0.30376 -0.1 -0.2 -0.3
H 1.10408 1.93809 1.89258 0.1 0.3 0.6
H 2.55742 1.41733 1.21250 -0.1 0.1 0.5


36
Properties=species:S:1:pos:R:3:forces:R:3 method="wB97M-V/def2-TZVPD" orbital_gap_ev="5.156 / 4.943" fmax_ha_per_bohr=0.209 e_lumo_ev="-14.565 / -14.476" total_charge=+3 multiplicity=2
C -4.16408 4.41384 0.40570 -0.2 1.3 0.7
I -2.87355 2.72481 0.02317 -0.2 -0.8 -0.6
H -3.61156 5.10660 1.04239 -0.1 -0.2 -0.1
H -5.06972 4.05711 0.90182 0.4 -0.4 0.0
H -4.40317 4.87339 -0.55567 0.4 -0.4 -0.1
V -0.14460 0.65869 0.22385 4.7 1.5 5.2
P 0.61252 1.21207 -1.93808 1.2 1.2 -2.7
C -0.26812 0.86067 -3.50584 -0.6 -0.6 0.7
C 0.74341 3.03020 -1.89979 -0.4 0.1 0.9
H 2.88930 0.87089 -1.25581 0.1 0.0 -0.3
H 2.76236 1.09770 -3.03989 -0.2 0.0 0.1
H 2.30563 -0.47053 -2.28468 0.2 0.2 -0.1
C 2.31618 0.61954 -2.15795 -0.2 -0.6 0.8
H 1.31019 3.32027 -1.00835 0.0 0.1 -0.4
H 1.24206 3.38005 -2.81102 -0.1 -0.3 0.0
H 0.26829 1.31575 -4.35483 0.0 -0.1 0.5
H -1.28590 1.27612 -3.44648 0.3 -0.1 -0.1
H -0.26244 3.45944 -1.82590 0.2 0.0 -0.1
H -0.33429 -0.22902 -3.64783 0.0 0.3 -0.1
C -1.63455 0.02328 -0.68305 -8.4 -4.5 -4.9
O -2.51741 -0.52123 -1.23952 4.8 3.0 3.0
Cl 0.99845 2.18431 1.40702 -1.5 -1.5 -1.3
C 1.26500 -4.73905 3.32238 -0.1 0.2 0.3
C 0.89587 -3.52353 2.52190 0.3 -0.4 0.6
C 0.94071 -3.49823 1.12788 -0.1 0.9 -1.3
C 0.60089 -2.34287 0.41720 0.5 -0.8 0.0
N 0.23939 -1.17635 1.03698 -0.3 0.5 -0.6
C 0.18355 -1.20581 2.39934 0.4 -0.4 0.9
C 0.52599 -2.32904 3.14561 -0.5 1.0 -0.1
H 0.61175 -5.59072 3.10502 0.0 0.1 -0.2
H 2.29332 -5.06476 3.13334 -0.1 0.1 -0.3
H 1.19118 -4.55480 4.39629 0.0 0.1 -0.2
H 1.29899 -4.36665 0.57782 -0.3 0.2 0.0
H 0.65454 -2.32304 -0.67304 0.0 -0.1 0.3
H -0.09133 -0.28847 2.90735 0.0 0.0 0.0
H 0.51113 -2.26058 4.23267 -0.1 0.1 -0.3


25
Properties=species:S:1:pos:R:3:forces:R:3 method="wB97M-V/def2-TZVPD" orbital_gap_ev=9.409 fmax_ha_per_bohr=0.052 e_lumo_ev=0.174 total_charge=0 smiles=CCNC.O.O.O.O
C 0.62051 1.97283 -1.66979 0.3 -1.7 -0.5
C 0.73719 0.41348 -1.62439 0.4 1.1 0.9
N -0.40054 -0.14740 -0.87589 0.6 -1.4 -2.3
C -1.54601 -0.35043 -1.79556 -0.9 0.3 1.1
H 0.14058 2.13842 -2.63204 0.1 0.9 0.1
H 1.60701 2.41371 -1.57535 -0.1 0.5 -0.3
H -0.03199 2.27190 -0.86497 -0.1 0.4 0.2
H 1.69711 0.08951 -1.20450 -0.3 0.0 0.3
H 0.79309 0.06152 -2.66155 -0.5 -0.3 0.4
H -0.61148 0.35028 -0.02549 0.0 0.4 -0.3
H -2.23614 0.50276 -1.78697 0.1 0.0 -0.3
H -1.24787 -0.56960 -2.81526 0.4 0.3 0.0
H -2.10030 -1.23655 -1.50511 -0.2 0.1 0.2
O -0.94768 -2.88400 -0.53180 0.4 -1.0 -0.6
H -1.43879 -2.70723 0.26696 0.1 0.4 0.3
H -0.33954 -2.15203 -0.73423 -0.5 0.1 0.7
O 0.81133 0.94189 2.61754 -0.3 0.0 -0.1
H -0.07293 0.92118 3.01148 0.2 0.1 0.0
H 1.06409 1.86780 2.50913 -0.1 -0.1 0.2
O 3.06746 0.57023 0.92510 -1.0 0.3 -0.4
H 2.20233 0.30773 1.27399 0.3 -0.5 0.8
H 2.69584 1.11665 0.21974 0.8 0.2 -0.3
O -2.20877 -0.69061 2.18638 1.2 -1.1 0.5
H -2.92660 -0.07877 2.06350 0.2 0.5 -0.8
H -1.42924 -0.62366 1.59792 -1.2 0.5 0.2


114
Properties=species:S:1:pos:R:3:forces:R:3 method="wB97M-V/def2-TZVPD" orbital_gap_ev=9.975 fmax_ha_per_bohr=0.187 e_lumo_ev=0.386 total_charge=0 smiles=CCCCCC.CCCCCC.CCCCCC.CCO.CCO.CCO.CCO.CCO.CCO
C -0.10125 0.63668 -1.45913 -3.4 2.5 -0.8
C 1.32075 0.43768 -1.08513 -0.9 -0.4 3.3
C 1.66475 -0.97332 -0.51313 0.6 0.5 0.4
C 3.15775 -1.03332 0.00187 -0.8 1.6 -2.0
C 3.48875 -2.25832 0.73087 0.8 -2.1 0.2
C 5.00875 -2.32832 1.13787 -2.8 3.4 -1.6
H -0.27225 1.78468 -1.80413 0.7 -2.6 -0.2
H -0.92825 0.75168 -0.66613 1.5 -1.1 -0.4
H -0.45625 -0.12732 -2.24313 0.4 1.4 1.1
H 1.64675 1.33168 -0.48913 0.0 -1.1 -0.1
H 1.83475 0.44068 -1.94513 2.1 0.6 -3.3
H 1.58975 -1.70232 -1.38513 -0.5 0.5 1.4
H 0.97075 -1.15632 0.37287 0.8 -0.4 -1.3
H 3.34775 -0.06032 0.47887 0.0 -0.5 0.7
H 3.92375 -1.01132 -0.80413 -0.8 0.2 -0.3
H 3.32675 -3.18132 0.05287 0.2 1.4 0.7
H 2.74775 -2.45232 1.50787 0.4 0.2 0.6
H 5.47175 -1.49632 1.65387 -0.4 1.4 -0.7
H 5.55275 -2.55732 0.28387 1.3 -0.8 -1.2
H 5.09275 -2.89432 1.92587 0.6 -4.6 3.6
C 1.50075 7.11168 -0.83113 2.5 -2.0 0.9
C 1.68175 5.85068 -0.02813 0.8 -0.4 -0.5
C 0.30675 5.16068 0.12687 -1.2 1.8 0.5
C 0.36175 3.94368 1.06287 -1.0 1.3 0.7
C -0.93525 3.17468 1.32487 0.0 1.9 2.0
C -1.90925 3.95768 2.28987 -0.4 -0.9 2.9
H 0.93875 7.75368 -0.34713 -2.6 3.5 3.1
H 1.00075 7.10568 -1.70813 -1.5 -1.3 -3.2
H 2.40375 7.58368 -1.04013 1.8 0.9 -0.2
H 2.28875 6.04968 0.91987 -1.4 -0.1 -0.8
H 2.42175 5.27768 -0.61113 -0.5 -0.6 0.2
H -0.17025 5.00368 -0.90213 1.0 -0.5 1.2
H -0.42125 5.98868 0.49887 1.1 -1.3 -0.1
H 0.99475 4.11468 1.93187 -0.7 0.9 0.8
H 1.05075 3.33768 0.63287 1.8 -2.6 -2.1
H -0.73325 2.16268 1.67387 -0.1 0.1 -0.1
H -1.38925 3.21268 0.38387 -1.1 -0.8 -1.6
H -2.00625 5.02768 2.02687 -0.4 -0.7 -0.3
H -1.51025 4.04968 3.38787 -0.1 -0.4 -1.9
H -2.94625 3.43568 2.57287 2.0 1.2 -1.4
C 1.99775 3.15168 5.16187 4.2 -2.8 -1.3
C 2.13575 2.01568 4.01087 -8.3 4.4 2.0
C 0.73975 1.19968 4.06787 4.2 -2.9 -2.2
C 0.69875 0.09368 2.82587 1.6 -1.3 4.7
C -0.52625 -0.75732 2.97887 -0.3 0.0 -4.4
C -1.87025 -0.13332 2.72887 2.3 5.1 -0.4
H 2.97275 3.68368 5.31887 -0.6 -0.5 -0.1
H 1.80675 2.59768 6.06887 -0.7 0.4 0.3
H 1.37375 3.86668 4.82087 -2.7 2.2 -0.4
H 2.81275 1.44068 4.30787 5.8 -5.2 2.3
H 2.34975 2.34168 3.07087 0.5 1.4 -2.6
H -0.15925 1.74968 3.95587 -0.7 0.8 0.7
H 0.92775 0.52568 4.94987 -1.3 1.0 -0.4
H 1.59975 -0.67832 2.91587 -1.4 1.9 -0.2
H 0.73475 0.54268 1.89187 0.1 1.0 -1.8
H -0.82325 -1.21632 3.83187 1.1 -1.7 3.4
H -0.44925 -1.58932 2.20187 0.0 0.7 1.0
H -2.49825 -0.80032 3.10487 -3.8 -3.0 -0.1
H -1.95625 0.46668 1.82487 -0.7 -1.2 -0.9
H -2.13025 0.71668 3.39487 0.8 -0.1 0.5
C -1.37825 -3.86432 -4.04813 -0.9 0.7 -1.2
C -1.19625 -2.49732 -4.63513 -0.1 -0.8 0.9
O -0.12125 -2.66932 -5.52813 1.1 -0.3 0.3
H -1.33725 -4.65132 -4.81513 -0.3 0.5 0.0
H -2.34625 -3.75332 -3.67313 -1.6 -0.9 1.4
H -0.63725 -4.09632 -3.35813 1.0 -0.4 1.6
H -0.93625 -1.63332 -3.82113 -1.0 -1.9 -1.9
H -2.01025 -2.33032 -5.36913 -0.4 0.8 1.3
H -0.16925 -1.76532 -5.70013 1.9 2.5 -2.2
C 3.37175 -4.45732 -5.40913 4.7 0.6 6.3
C 2.37675 -4.39332 -4.19113 0.3 -1.3 0.1
O 1.24175 -5.12432 -4.68013 -2.0 4.0 -0.9
H 3.63875 -5.39232 -5.80413 0.1 -1.9 0.5
H 4.43075 -3.92232 -5.24613 -2.3 -0.8 -0.2
H 2.94175 -4.06032 -6.16813 -3.0 3.3 -4.9
H 1.99875 -3.35532 -3.84313 1.2 -1.3 -0.7
H 2.61675 -4.99832 -3.29013 0.9 0.8 -0.4
H 0.76675 -4.23132 -4.98613 0.5 -3.5 0.1
C -2.64025 3.90768 -3.18413 1.6 3.4 2.3
C -3.90625 4.68768 -2.93013 -1.4 -1.1 -5.0
O -3.63225 5.98568 -3.19213 4.2 2.0 -0.3
H -2.56825 2.91668 -2.94713 -0.7 -2.7 1.0
H -1.85625 4.43668 -2.39613 -1.6 -1.2 -2.4
H -2.32625 3.96068 -4.18413 0.7 0.6 -1.3
H -4.15825 4.54668 -1.97813 -1.6 -0.7 4.0
H -4.79125 4.58468 -3.67413 1.0 -1.7 1.3
H -4.33225 6.57168 -3.13713 -2.3 1.3 0.3
C 2.23675 -4.16632 3.89487 0.0 -4.7 -3.9
C 1.01775 -5.04432 4.17887 2.0 1.4 -0.5
O 0.16575 -4.63432 5.13087 -6.3 2.2 3.9
H 2.59275 -4.03532 4.77987 3.0 0.8 5.6
H 2.15975 -3.25132 3.52287 -1.5 4.0 -1.8
H 3.10875 -4.58132 3.20287 -2.1 0.0 1.5
H 1.26875 -5.90932 4.59487 2.8 -4.2 0.9
H 0.46475 -5.29632 3.41187 -2.3 -1.0 -4.9
H -0.84125 -5.06632 5.16287 4.5 1.6 -0.8
C -3.56925 -0.08532 -1.25713 -1.6 0.6 0.7
C -5.00425 -0.42432 -1.53213 1.1 -1.0 2.2
O -5.19225 -1.77432 -1.10613 -0.7 0.1 0.0
H -3.54125 0.92668 -1.40713 0.2 3.1 -1.2
H -2.88425 -0.46332 -1.92113 1.6 -1.5 -1.3
H -3.21625 0.00468 -0.25513 0.0 -1.3 1.1
H -5.24525 -0.26332 -2.51813 -0.2 -0.2 -2.8
H -5.62125 0.32468 -1.08013 -0.7 0.1 1.3
H -6.08225 -2.10632 -1.29913 0.3 0.3 0.0
C -0.99725 -3.93332 0.80287 -3.1 1.9 -5.6
C -1.90025 -2.72132 0.18187 -0.4 -1.2 -1.9
O -3.20925 -2.83232 0.72687 4.4 -4.5 2.8
H -0.07525 -4.17532 0.40687 2.8 1.2 -1.3
H -1.41225 -4.77032 0.29987 -1.6 -1.4 0.9
H -0.86425 -3.88532 1.77287 -0.2 -0.1 5.0
H -2.13225 -2.91432 -0.97513 1.5 0.6 2.1
H -1.45525 -1.73032 0.35887 -0.1 -0.3 -0.2
H -3.86625 -2.26432 0.55987 -3.1 3.8 -1.9


23
Properties=species:S:1:pos:R:3:forces:R:3 method="wB97M-V/def2-TZVPD" orbital_gap_ev=9.096 fmax_ha_per_bohr=0.082 e_lumo_ev=0.596 total_charge=0
C -0.16679 -3.31415 -0.69813 0.3 -1.0 2.4
C -0.56595 -1.92965 -0.48181 0.7 1.7 0.3
C -0.04283 -1.09519 0.46139 0.2 -1.1 0.9
O 0.97980 -1.45396 1.36781 -2.2 2.2 -0.4
C -0.53501 0.23352 0.75690 -2.2 1.3 -2.1
C 0.24199 1.33487 1.04679 3.4 -0.3 2.4
C -0.20061 2.61044 1.03656 -3.5 0.6 -0.2
C -1.52689 2.77483 0.54887 2.0 1.3 1.2
N -2.29696 1.79938 0.22515 -2.0 -1.5 -0.7
C -1.87700 0.55940 0.36597 3.0 -0.5 0.0
H -0.80487 -4.03434 -0.16907 -0.4 0.2 -0.1
H 0.75455 -3.47975 -0.14217 0.6 -0.4 -0.7
H -0.13618 -3.64151 -1.69727 0.4 -0.2 -1.3
H -1.14037 -1.52228 -1.29509 -0.6 0.5 0.3
H 1.26228 -2.24678 1.00606 1.5 -2.6 -0.6
H 1.28999 1.29169 1.46400 -1.1 -0.8 -0.7
H 0.20740 3.41942 1.60491 0.9 0.3 -0.4
H -1.98942 3.73398 0.47556 0.0 0.8 0.0
H -2.43327 -0.26447 -0.00730 -1.1 -0.4 0.1
C 1.64884 1.21531 -1.45160 1.2 0.1 -0.7
C 2.83775 1.46470 -1.36797 -2.5 -0.7 -0.3
H 0.60854 0.96226 -1.69353 1.1 0.4 0.5
H 3.88503 1.58229 -1.35602 0.4 0.2 0.2


18
Properties=species:S:1:pos:R:3:forces:R:3 method="wB97M-V/def2-TZVPD" orbital_gap_ev="6.099 / 4.521" fmax_ha_per_bohr=0.104 e_lumo_ev="-18.668 / -20.213" total_charge=+4 multiplicity=3
In 0.34019 -1.03319 -2.81950 -1.4 -0.1 -2.6
Au -0.60429 -0.04357 -0.64268 -0.7 1.8 0.1
Cl -0.99898 1.30599 -2.46193 0.6 -1.0 -0.3
Cl 2.24940 0.21673 -2.59157 1.6 1.0 0.3
C -0.51295 -0.77299 1.19771 -2.4 -3.1 0.8
C -0.04465 1.33965 -6.03386 -1.9 0.1 -5.0
C 0.53379 -0.71415 -5.36223 2.9 -2.3 -3.1
O -0.96872 -1.73047 1.74047 2.0 2.7 -1.0
O -0.41167 1.32307 -7.13362 1.5 0.5 4.8
O 1.11662 -1.03166 -6.31608 -2.7 1.1 4.3
N -0.61164 1.03986 4.28483 -0.2 -0.2 0.5
C -0.16146 0.21878 3.35359 0.3 1.2 -1.8
N 0.54014 -0.85270 3.70064 -0.6 0.4 1.0
O -0.33417 0.58821 2.11816 0.4 -1.7 0.8
H -0.58494 0.79390 5.25537 0.3 0.0 1.4
H -1.09867 1.89479 4.04829 -0.4 0.7 -0.3
H 0.81807 -1.49440 2.97653 0.6 -0.6 0.0
H 0.73395 -1.04787 4.68586 0.2 -0.4 0.1


23
Properties=species:S:1:pos:R:3:forces:R:3 method="wB97M-V/def2-TZVPD" orbital_gap_ev=10.105 fmax_ha_per_bohr=0.092 e_lumo_ev=-3.540 total_charge=+1
C -1.95528 -0.74528 -0.16391 3.9 0.1 1.5
C -0.78338 -1.58454 1.48106 2.1 -1.2 0.4
C 0.41338 -0.98590 -0.46323 2.6 -1.3 -0.5
C -0.84066 -1.83019 -0.08715 2.1 2.8 1.1
C -1.08637 -0.18903 1.11692 -1.6 1.5 -3.1
C 0.26693 0.29540 0.30980 -1.8 0.3 2.6
C 0.20054 1.62519 -0.48632 -2.8 1.7 3.4
N 1.55343 1.99324 -0.78449 1.6 -0.1 -1.8
O 1.32442 0.51906 1.30148 0.0 0.9 -2.9
Cl -1.79622 0.94771 2.21797 0.1 0.3 0.3
H -1.90334 -0.12905 -1.01559 -0.2 0.8 -1.1
H -2.89774 -1.11863 -0.01861 -2.3 -0.6 0.9
H -1.53888 -2.21039 1.88331 -1.0 0.1 0.9
H 0.16219 -1.62834 2.15727 -1.3 -0.8 -1.4
H 1.43648 -1.41163 -0.09168 -1.9 0.2 -0.8
H 0.50134 -0.87430 -1.54628 0.0 0.2 -0.1
H -0.84821 -2.73522 -0.61283 -0.4 -1.5 -0.2
H -0.20652 2.55230 0.18036 0.6 -2.5 -1.3
H -0.40805 1.61320 -1.37484 0.0 -0.3 -0.4
H 1.95797 1.18606 -1.29072 0.3 0.6 -0.1
H 2.09325 2.05651 0.07694 0.1 0.3 0.4
H 1.60231 2.85594 -1.36914 0.3 -0.8 0.6
H 1.06721 0.12417 2.10440 -0.4 -0.7 1.7